# 1
Computed, not measured: a 2-piece molecular cluster, C5H9NO overall, with wB97M-V/def2-TZVPD.

Structure (XYZ):
```
16
Properties=species:S:1:pos:R:3:forces:R:3
C 0.5324 -1.9042 -1.0887 3.4 5.0 -1.0
C 0.8589 -0.5621 -1.2308 -5.7 -0.6 -0.2
C 1.0111 0.4361 1.7119 -2.2 0.2 1.2
C 1.3500 -0.6395 2.3704 -0.1 0.9 -2.0
C -1.6557 0.0170 -1.3048 -0.3 0.1 -0.6
N 0.3028 1.4308 1.5851 2.2 2.1 -1.6
O -0.3083 0.3348 -1.0319 2.2 0.2 -0.8
H -0.4764 -2.0233 -0.7948 -0.3 -1.3 0.2
H 1.4123 -2.4619 -1.3176 -0.3 -1.6 0.2
H 1.8295 -0.3054 3.2119 1.2 -0.3 2.4
H 1.5754 0.1531 -1.6671 0.4 -1.3 0.6
H 1.2549 -1.5815 1.9483 0.3 -1.6 -0.3
H -1.8867 -0.9436 -0.8187 -0.8 0.7 0.3
H -1.9388 -0.1556 -2.3960 0.9 0.3 0.9
H -2.2224 0.9549 -0.9791 0.5 -1.8 0.0
H 0.8578 2.1954 1.0665 -1.4 -1.2 0.6
```
Positions in Å, forces in eV/Å.

The calculation puts the HOMO-LUMO gap at 9.8 eV. The calculation puts the energy above the lowest of the compared OMol25 structures with the same formula, charge and spin at 5.642 eV. The HOMO energy comes out at -8.869 eV. For the total energy, the calculation gives -8863.5709 eV. Its charge is 0. The SMILES is C=C=N.C=COC. The maximum force is 6.1 eV Å⁻¹.

# 2
Computed, not measured: C21H42AsBr6F9N5O7 as an isolated structure, with wB97M-V/def2-TZVPD.

Structure (XYZ):
```
91
Properties=species:S:1:pos:R:3:forces:R:3
As 0.0799 -0.2470 0.2825 -0.1 -0.2 1.1
F 1.5147 0.1319 -0.5961 0.4 0.0 -0.5
F 0.8456 0.3129 1.7446 0.4 0.4 0.0
F -1.2904 -0.6138 1.2289 -0.6 0.0 0.0
F -0.7097 -0.8722 -1.1306 0.2 -0.1 -0.4
F 0.6871 -1.8435 0.6537 0.3 -0.1 -0.3
F -0.5412 1.3274 -0.0378 0.1 0.3 -0.2
C -3.1935 -5.2275 1.2588 -0.8 -0.5 -1.7
C -2.8027 -3.7622 1.1757 -0.6 0.7 0.9
O -3.4139 -2.9587 1.8685 0.6 -0.7 -0.4
N -1.7833 -3.3648 0.3593 -0.1 -0.2 0.4
C -1.2275 -4.1076 -0.7404 -0.4 0.1 -0.5
H -2.9508 -5.7888 0.3434 0.7 -0.1 0.5
H -4.2843 -5.2991 1.1909 0.0 0.4 0.5
H -2.8974 -5.7479 2.1623 0.4 0.2 0.0
H -1.5413 -2.3773 0.4531 -0.4 -0.6 0.0
H -1.8831 -4.0518 -1.6252 0.1 0.1 0.0
H -1.1181 -5.1725 -0.5401 0.2 0.1 0.3
H -0.2679 -3.6713 -1.0087 0.1 -0.1 0.1
C -2.8182 3.5544 3.9924 0.8 0.2 -0.2
C -2.2268 2.3143 3.3512 0.1 0.0 0.4
O -2.8714 1.3007 3.2860 -0.5 -0.7 -0.1
N -0.9414 2.3765 2.9169 1.2 -0.1 -0.9
C -0.1321 3.5824 2.8335 -1.0 0.2 1.2
H -3.1403 4.2143 3.1843 -0.1 0.2 0.2
H -2.0570 4.0648 4.5880 -0.2 0.2 0.0
H -3.6419 3.2723 4.6343 -0.2 -0.1 -0.1
H -0.5538 1.5931 2.3829 -0.8 0.2 0.5
H 0.8828 3.3634 2.5272 0.0 -0.2 -0.3
H -0.0908 3.9930 3.8496 0.3 0.2 -0.2
H -0.6009 4.3430 2.2108 0.3 0.1 -0.3
C 0.1264 -0.3512 5.5705 0.9 -0.5 1.2
C -0.2554 -1.6646 4.9208 -0.2 0.9 -1.0
O -1.4132 -1.9389 4.7199 -0.4 -0.6 0.3
N 0.7737 -2.4501 4.4954 0.1 -0.2 0.4
C 0.5876 -3.7157 3.8188 0.2 0.1 -0.4
H -0.7595 0.1874 5.8772 -0.2 0.1 -0.3
H 0.8280 0.2778 5.0233 -0.3 -0.1 -0.4
H 0.6788 -0.6157 6.4906 -0.2 0.1 -0.1
H 1.7116 -2.1402 4.6636 0.1 0.1 0.0
H 1.4004 -4.3864 4.1059 -0.1 -0.1 0.0
H 0.6065 -3.5867 2.7307 0.0 0.0 0.0
H -0.3700 -4.1736 4.0533 0.0 0.2 0.3
C 0.0592 7.2626 -3.0443 0.5 -0.7 -1.3
C 0.3167 6.2242 -1.9850 0.2 -0.3 0.7
O 0.0258 6.3952 -0.8174 -0.2 0.3 0.4
N 0.9091 5.0805 -2.3934 0.1 -0.6 -1.1
C 1.3954 4.0156 -1.5296 -0.1 0.4 0.8
H 0.3577 6.8601 -4.0223 -0.2 0.0 0.1
H 0.7040 8.1318 -2.9429 -0.4 0.2 0.5
H -1.0010 7.4785 -3.1224 0.0 0.4 0.3
H 1.1959 5.0184 -3.3548 -0.1 0.0 0.0
H 1.6818 3.1260 -2.0850 0.3 0.3 -0.4
H 0.6547 3.6302 -0.8318 -0.3 0.4 0.0
H 2.2125 4.4443 -0.9383 0.1 -0.5 0.0
C -3.6290 1.0161 -0.8575 -0.4 -0.6 -0.5
C -4.1389 -0.3004 -0.2700 1.1 0.0 0.7
O -4.3258 -0.4582 0.9157 -0.6 0.3 -0.5
N -4.3198 -1.3310 -1.1654 -0.7 0.5 -0.2
C -3.9023 -1.3616 -2.5381 0.6 -0.6 -0.2
H -2.7361 0.8963 -1.4718 0.0 -0.2 0.1
H -3.3935 1.7264 -0.0764 -0.3 0.0 0.2
H -4.4381 1.3370 -1.5247 0.2 0.5 0.1
H -4.7186 -2.1753 -0.7940 0.1 0.0 0.4
H -2.9334 -1.8734 -2.5818 0.1 0.2 -0.4
H -3.8006 -0.3839 -2.9953 0.0 0.2 0.2
H -4.5879 -1.9276 -3.1733 -0.2 0.0 0.2
C 1.4001 -2.4132 -3.8604 -0.3 -0.4 -0.3
C 1.9859 -1.0918 -3.4636 -0.7 0.0 0.6
O 3.0657 -0.7141 -4.3405 0.8 -1.6 0.3
C 3.2726 0.5437 -4.5871 0.8 -1.1 -0.4
O 2.4952 1.4012 -4.4220 -1.5 2.6 0.5
C 4.6700 0.8015 -5.1905 0.1 0.2 0.5
F 5.6300 0.2061 -4.4772 0.0 -0.1 -0.3
F 4.7354 0.3538 -6.4527 0.1 0.2 0.1
F 4.9081 2.1184 -5.1506 0.0 -0.3 -0.6
H 0.5590 -2.6067 -3.1909 0.0 0.0 0.0
H 2.0970 -3.2435 -3.7333 0.1 0.1 0.0
H 1.0292 -2.4471 -4.8866 0.0 0.2 0.0
H 2.3300 -1.2122 -2.4356 0.6 0.3 -0.1
H 1.2486 -0.2961 -3.3956 -0.1 0.0 -0.4
C 4.5831 1.2016 -0.9013 0.2 -0.4 -0.6
Br 5.3434 -0.5241 -1.3968 0.0 0.4 0.3
Br 5.4187 2.5989 -1.9663 -0.2 -0.1 0.4
Br 4.6334 1.5031 0.9796 0.1 0.1 0.0
H 3.5486 1.1385 -1.2040 -0.1 0.1 0.1
C 3.2112 -3.9804 0.9828 0.5 0.4 -0.6
Br 2.2803 -5.6438 1.1348 0.0 0.1 -0.1
Br 3.1618 -3.2077 -0.8060 -0.3 -0.6 0.4
Br 5.0834 -4.1609 1.4581 -0.1 -0.1 0.2
H 2.7766 -3.2378 1.6357 -0.2 -0.1 0.1
```
Positions in Å, forces in eV/Å.

The calculation puts the HOMO-LUMO gap at 7.8 eV. The calculation puts the energy above the lowest of the compared OMol25 structures with the same formula, charge and spin at 0.000 eV. The HOMO energy comes out at -6.001 eV. For the total energy, the calculation gives -549799.9028 eV. Its charge is -1. The maximum force is 3.0 eV Å⁻¹.

# 3
Computed, not measured: a 7-piece molecular cluster, C24H37N5O2S2 overall, with wB97M-V/def2-TZVPD.

Structure (XYZ):
```
70
Properties=species:S:1:pos:R:3:forces:R:3
C 7.2476 0.5813 -5.5527 -0.1 0.7 0.5
S 5.4906 0.6564 -5.3519 -0.8 -1.5 -1.3
O 4.9052 -0.2698 -6.4155 0.5 1.0 1.5
C 5.3429 -0.1402 -3.7198 -0.6 0.1 -0.2
H 7.4877 1.2261 -6.3981 0.2 -0.4 -0.1
H 7.6057 -0.4467 -5.6076 0.0 0.2 -0.1
H 7.5510 1.1070 -4.6474 0.7 -0.2 0.1
H 5.6656 0.5321 -2.9248 0.0 0.2 -0.1
H 5.7700 -1.1290 -3.5528 0.3 0.0 -0.6
H 4.2576 -0.2364 -3.6902 -0.1 -0.1 0.4
C -3.3013 4.1942 -4.0870 1.7 -0.5 -0.9
S -4.1109 4.3149 -2.5026 -1.4 -0.3 2.3
O -4.3796 2.9669 -1.7548 1.6 2.6 -1.8
C -2.7554 5.4119 -1.6657 0.0 -1.3 -0.7
H -3.2915 5.1350 -4.6374 -0.7 0.4 0.4
H -3.6963 3.4504 -4.7790 -0.4 -0.1 0.5
H -2.2288 4.0128 -4.0167 0.1 -0.5 0.4
H -2.0611 4.7760 -1.1164 -0.2 -0.2 0.1
H -3.1317 6.1832 -0.9937 -0.5 -0.3 -0.3
H -2.1701 5.8430 -2.4779 -0.2 0.2 0.0
N -0.9613 0.4119 0.2056 0.1 -2.0 -0.2
C -1.3682 -0.5727 1.0906 2.0 -1.3 0.8
C -0.3496 -1.5626 1.2005 0.1 2.3 -1.2
C 0.7051 -1.1848 0.2898 -2.6 2.1 -1.4
C 0.1994 -0.0173 -0.4335 1.1 -1.3 2.6
H -1.5174 1.2115 -0.0617 0.1 -0.3 -0.1
H -2.2248 -0.5840 1.7482 -0.2 0.7 -0.4
H -0.2682 -2.3563 1.9284 -0.4 0.0 -0.1
H 1.6343 -1.6987 0.0924 -0.1 0.1 0.0
H 0.7006 0.6471 -1.1219 -0.1 -0.2 -0.1
N 2.6992 -6.0242 -3.7517 1.1 -0.7 0.4
C 3.6907 -5.1737 -3.2618 -1.9 -0.1 -0.5
C 4.8215 -5.9106 -3.1696 1.9 2.2 0.6
C 4.6476 -7.2034 -3.6267 -1.7 -0.3 0.1
C 3.2905 -7.2518 -3.9184 0.3 -1.2 -0.5
H 1.6984 -5.8986 -3.7006 0.3 0.2 -0.2
H 3.4320 -4.1293 -3.1686 0.4 -0.1 0.4
H 5.7383 -5.4561 -2.8244 0.2 -0.1 -0.1
H 5.4066 -7.9717 -3.6373 -0.4 -0.1 -0.2
H 2.7502 -8.1330 -4.2313 -0.3 0.2 -0.1
N -9.2902 -2.7470 4.7075 0.7 0.1 0.1
C -9.2233 -4.0451 4.3343 1.5 0.6 -3.0
C -8.1818 -4.0223 3.2887 -1.7 -3.1 2.0
C -7.5502 -2.8016 3.2551 -0.6 0.5 0.6
C -8.2789 -2.0442 4.1320 -0.5 2.5 0.6
H -10.0433 -2.3475 5.2492 0.4 0.0 0.0
H -10.0303 -4.6614 4.7022 0.4 -0.6 -0.5
H -7.8152 -4.8575 2.7104 -0.3 -0.3 0.2
H -6.6663 -2.5657 2.6810 -0.3 0.2 0.1
H -8.2837 -0.9903 4.3678 0.5 0.0 -0.1
N -5.4721 4.4432 5.2497 0.3 1.5 1.0
C -4.7415 3.5672 4.5664 -1.1 -2.2 -2.1
C -3.8140 2.9730 5.3539 1.0 0.0 0.2
C -3.7983 3.7270 6.5575 -0.7 0.0 -0.1
C -4.8428 4.6173 6.4568 -0.3 0.0 1.4
H -6.3935 4.7183 4.9406 0.4 0.4 0.3
H -5.1207 3.3246 3.5846 0.3 -0.4 -0.1
H -3.2996 2.0441 5.1566 0.4 0.4 -0.3
H -3.1716 3.5872 7.4259 -0.1 0.0 -0.1
H -5.2220 5.2219 7.2674 -0.1 0.2 -0.4
N 7.5596 2.1088 0.8756 0.1 -1.7 -0.3
C 7.5676 0.7380 0.7767 0.4 -1.4 0.1
C 6.3206 0.2548 1.1156 1.4 -2.0 -1.2
C 5.5141 1.3214 1.3458 -1.5 0.6 1.0
C 6.2914 2.4122 1.2282 -1.2 3.4 -0.4
H 8.3282 2.6845 0.5625 -0.5 0.1 0.3
H 8.4248 0.1263 0.5370 0.2 0.4 0.0
H 5.9396 -0.7504 1.0115 0.5 -0.2 0.3
H 4.4829 1.2415 1.6567 0.0 0.4 -0.2
H 5.8889 3.4112 1.1471 0.5 0.2 0.4
```
Positions in Å, forces in eV/Å.

The calculation puts the HOMO-LUMO gap at 8.2 eV. The calculation puts the energy above the lowest of the compared OMol25 structures with the same formula, charge and spin at 3.893 eV. The HOMO energy comes out at -7.859 eV. For the total energy, the calculation gives -58697.4079 eV. Its charge is 0. The maximum force is 4.0 eV Å⁻¹.

# 4
Computed, not measured: C11H30B3F2N3O14Tl2 as an isolated structure, with wB97M-V/def2-TZVPD.

Structure (XYZ):
```
65
Properties=species:S:1:pos:R:3:forces:R:3
Tl -0.8059 3.0569 -0.1177 0.2 0.0 0.1
Tl -2.9096 -1.2868 -0.5132 1.6 -0.3 0.2
B -2.3874 1.2075 -2.1970 1.3 -0.1 -0.9
H -2.4553 1.2941 -1.0340 -1.0 1.0 3.0
H -3.3104 0.6047 -2.5316 -1.4 -1.9 0.1
H -2.3682 2.2320 -2.7007 0.1 2.0 0.0
H -1.4000 0.7128 -2.4949 1.3 -1.1 -1.0
B -1.8389 -3.9953 0.2741 -2.9 -0.1 -0.6
H -2.3200 -3.8950 -0.7663 -1.1 -1.3 -2.0
H -2.6617 -4.1231 1.0543 -1.5 0.9 1.0
H -0.9798 -4.7608 0.3195 2.7 -0.2 -1.1
H -1.2788 -2.9953 0.5504 2.2 2.0 2.3
B -0.1083 0.1100 0.2274 -0.7 0.1 0.2
H 0.6023 0.9301 0.5998 1.0 2.1 -0.3
H -0.1798 -0.0095 -0.9221 1.4 -0.6 -2.5
H -0.0453 -0.9457 0.6810 -0.6 -2.4 0.2
H -1.1692 0.4534 0.5424 -1.9 0.2 2.0
C -4.8002 2.0579 2.9620 0.2 -0.1 0.4
C -3.7470 2.0870 1.9165 -2.6 0.0 0.6
O -3.6161 1.0780 1.1519 1.3 0.6 -0.9
O -3.1299 3.1333 1.6488 1.1 -0.7 -0.7
H -5.0732 3.0584 3.3083 0.3 0.1 0.0
H -4.4295 1.4591 3.7968 -0.1 0.1 0.1
H -5.7286 1.6107 2.6004 0.2 -0.2 -0.3
C 4.5851 0.2772 -2.5431 0.7 0.0 -1.0
C 4.6583 1.4851 -3.4806 1.4 -1.0 0.3
O 3.7584 2.3723 -2.9141 -0.1 1.0 0.3
C 2.9835 1.7332 -2.0295 -2.1 0.2 0.1
O 1.9894 2.1878 -1.5034 1.1 0.0 -0.4
O 3.3544 0.4685 -1.8973 -0.5 -0.6 0.7
F 4.2644 1.2232 -4.7515 -0.2 -0.2 0.0
H 5.3940 0.2954 -1.8115 0.0 0.0 0.0
H 4.6332 -0.6406 -3.1278 -0.3 -0.1 0.2
H 5.6975 1.8154 -3.5015 -0.3 0.8 -0.2
C 0.2296 0.6854 -5.0118 1.5 1.7 0.7
C -0.5899 -0.1393 -5.8898 -2.0 -0.8 -1.5
O -1.1238 -1.1525 -5.0497 -0.1 0.0 1.2
C -0.5134 -1.0734 -3.8493 1.1 -0.2 0.1
O -0.7591 -1.7029 -2.8471 -0.4 0.2 -0.8
O 0.5107 -0.1792 -3.9131 -0.3 -0.4 0.4
F 0.1224 -0.7491 -6.8740 0.1 0.2 0.3
H -0.1769 1.5985 -4.5719 -0.8 -0.2 -0.3
H 1.0901 1.0769 -5.5577 0.5 -0.7 0.3
H -1.4565 0.3504 -6.3333 0.2 0.1 -0.2
C -1.5176 -2.7850 4.1125 0.3 1.1 0.8
N -1.9972 -1.5012 3.5187 -1.6 -0.3 0.0
O -2.1260 -1.5081 2.3054 0.2 0.3 -0.7
O -2.4008 -0.6042 4.2316 0.8 -0.5 -0.3
H -0.7604 -2.4144 4.8031 0.1 -0.7 0.2
H -1.1491 -3.4510 3.3420 0.0 0.2 0.0
H -2.3791 -3.1719 4.6532 0.1 -0.1 0.0
C 3.1999 -1.2665 0.7976 1.2 -0.1 -0.4
N 3.2730 -1.2033 2.2882 -0.5 -0.2 -0.5
O 2.4789 -1.9208 2.8709 -0.1 0.1 0.5
O 4.0298 -0.4070 2.7906 -0.2 -0.3 -0.1
H 2.8715 -2.2192 0.3909 -0.6 0.0 0.7
H 4.2281 -1.1972 0.4456 -0.1 0.7 0.0
H 2.5700 -0.4318 0.5004 0.2 0.0 -0.2
C 0.5624 1.2651 4.9848 1.5 -0.3 -0.1
N 1.5004 2.0851 4.1226 0.1 0.0 -1.6
O 2.6328 2.2568 4.4757 -0.3 0.0 1.0
O 1.1403 2.3989 2.9828 -0.9 -0.1 0.3
H -0.4624 1.2030 4.6377 0.1 0.6 0.0
H 0.7545 1.5725 6.0087 -0.4 0.1 0.0
H 1.0406 0.2939 4.8389 -0.2 -0.2 0.3
```
Positions in Å, forces in eV/Å.

The calculation puts the HOMO-LUMO gap at 2.9 eV. The calculation puts the energy above the lowest of the compared OMol25 structures with the same formula, charge and spin at 0.000 eV. The HOMO energy comes out at -15.508 eV. For the total energy, the calculation gives -61838.5339 eV. Its charge is +2. The maximum force is 3.8 eV Å⁻¹.

# 5
Computed, not measured: a 12-piece molecular cluster, C7H36O11 overall, with wB97M-V/def2-TZVPD.

Structure (XYZ):
```
54
Properties=species:S:1:pos:R:3:forces:R:3
C 2.2802 -2.4537 -0.4777 -1.6 -2.1 1.3
C 2.6594 -1.3030 0.4176 1.6 1.3 -1.1
C 2.1093 0.0691 -0.0108 -0.1 -0.6 0.9
C 0.5765 0.0936 0.1051 0.3 0.8 -0.5
C -0.0292 1.4582 0.4327 -0.3 0.3 -0.9
C 0.3093 2.4320 -0.6659 0.2 0.9 0.2
C -0.3060 3.5895 -0.8874 0.1 -0.1 0.5
H 2.8743 -2.7411 -1.3397 0.4 0.5 0.1
H 2.2291 -3.3165 0.2101 0.6 -0.2 -0.5
H 1.2274 -2.5175 -0.7846 0.0 0.8 -0.1
H 3.7557 -1.2236 0.3581 -0.1 0.0 0.0
H 2.5316 -1.4465 1.4926 -0.7 -0.3 -0.2
H 2.4601 0.3725 -0.9923 0.0 -0.3 -0.3
H 2.6005 0.7637 0.6693 -0.1 -0.1 -0.4
H 0.1957 -0.0723 -0.9156 0.5 -0.5 0.1
H 0.1959 -0.6842 0.7571 0.1 0.1 0.0
H -1.1178 1.3864 0.4929 0.4 -0.1 0.0
H 0.2146 1.9673 1.3635 0.4 -0.6 0.2
H 1.2312 2.2836 -1.2137 0.2 -0.2 0.0
H -1.1818 3.8700 -0.3176 -0.2 0.0 0.0
H 0.1456 4.3777 -1.4674 -0.1 -0.1 -0.5
H -2.2135 -1.3129 -0.7123 -0.2 0.1 0.1
H -1.3121 -0.1476 -0.8440 0.0 0.2 -0.1
O -2.2025 -0.3538 -0.5502 -0.6 -0.5 -0.1
H -3.5175 2.2967 0.4801 -0.2 0.0 -0.2
H -2.9531 0.8550 0.6083 -0.2 -0.4 -0.4
O -3.3626 1.5831 1.1016 -0.6 -0.5 -0.2
H 2.1338 2.7502 2.7074 0.1 0.0 0.3
H 2.2888 1.6745 1.6772 0.1 0.1 0.6
O 2.5577 1.8914 2.5864 -0.3 0.2 -0.2
H 0.2027 0.3773 3.9936 -0.3 -0.3 0.1
H 1.6094 0.1699 3.6350 0.2 -0.3 0.0
O 0.8366 -0.3491 3.9154 0.3 0.7 0.0
H -0.0591 -1.6312 2.8477 -0.2 0.4 -0.1
H -1.5820 -1.7214 2.8619 -0.1 -0.1 -0.1
O -0.8311 -1.7446 2.2586 0.2 -0.3 0.4
H -1.0211 -2.8992 -2.4888 0.2 -0.5 0.0
H -1.1090 -3.6636 -1.0732 0.3 -0.5 -0.8
O -1.2985 -2.8637 -1.5716 -0.4 0.8 0.4
H -1.5633 3.5101 1.9140 0.1 0.1 0.2
H -2.1927 2.1321 1.9643 -0.5 -0.1 0.1
O -1.6650 2.7468 2.4896 1.0 0.9 1.0
H 0.6544 0.9201 -3.5589 -0.2 0.3 0.1
H -0.9204 0.8678 -3.3090 0.0 0.1 -0.1
O -0.1198 0.3553 -3.5104 0.0 -0.3 0.0
H -2.6516 1.6987 -2.0329 0.6 0.5 -0.3
H -3.2353 0.5625 -2.6377 -0.4 -1.1 -0.4
O -2.6258 1.2479 -2.8892 -0.2 0.8 0.6
H 1.3632 -1.9162 -2.7808 0.2 0.1 0.1
H 0.9830 -1.1129 -3.9969 0.3 -0.1 0.2
O 1.7344 -1.5956 -3.6087 -0.3 -0.1 -0.3
H -1.1669 -3.4185 0.5058 -0.8 0.0 -0.4
H -0.6148 -3.6271 1.7101 -0.1 -0.8 0.8
O -1.1075 -4.1875 1.0814 0.7 0.8 -0.1
```
Positions in Å, forces in eV/Å.

The calculation puts the HOMO-LUMO gap at 10.3 eV. The calculation puts the energy above the lowest of the compared OMol25 structures with the same formula, charge and spin at 2.466 eV. The HOMO energy comes out at -10.173 eV. For the total energy, the calculation gives -30364.4292 eV. Its charge is 0. The SMILES is C=CCCCCC.O.O.O.O.O.O.O.O.O.O.O. The maximum force is 2.9 eV Å⁻¹.